C5H12MgO3Yb as an isolated structure at a distorted geometry. Source: OMol25; level of theory: wB97M-V/def2-TZVPD.

Summary:
spin multiplicity	2
LUMO level (spin up / spin down)	-3.331 / -3.627	eV
DFT total energy	-48489.63859	eV
<S²>	0.753
total charge	+1
frontier orbital gap (spin up / spin down)	5.63 / 6.89	eV

CARTESIAN COORDINATES (ANGSTROEM)
1 O 2.97520 1.80355 -1.06180
2 Mg 4.67994 1.28846 -1.71923
3 C -1.48001 2.33547 -0.96392
4 O -0.78481 1.31547 -0.25457
5 C -1.54476 0.70363 0.79198
6 C -0.67922 -0.25158 1.58698
7 C -0.24242 -1.50712 0.86075
8 O 0.74518 -1.20061 -0.13063
9 C 1.45488 -2.33460 -0.61921
10 Yb 1.15136 0.73521 -1.05054
11 H -0.74203 2.88124 -1.56207
12 H -2.23063 1.87856 -1.62253
13 H -1.96278 3.01895 -0.25135
14 H -2.39891 0.18281 0.33139
15 H -1.92582 1.50172 1.44433
16 H -1.27145 -0.57160 2.45633
17 H 0.21105 0.27584 2.03668
18 H -1.08292 -2.00301 0.34942
19 H 0.19916 -2.21089 1.57920
20 H 2.34844 -1.96293 -1.13466
21 H 1.78315 -2.96726 0.21692
22 H 0.79740 -2.91131 -1.28348

The molecule C5H9N3 at a distorted geometry. Source: OMol25; level of theory: wB97M-V/def2-TZVPD.

Summary:
LUMO level	1.036	eV
DFT total energy	-9800.56341	eV
frontier orbital gap	9.12	eV
SMILES	C=C1NC=N[C@H]1CN

CARTESIAN COORDINATES (ANGSTROEM)
1 C 1.65553 0.48309 0.36642
2 C 0.28209 -0.00504 0.83963
3 C -0.86634 -1.58701 -0.13320
4 C -0.87921 0.66812 0.08190
5 C -1.20501 1.94838 -0.01294
6 H 2.76472 0.45907 -1.32363
7 H 1.85521 -0.91486 -1.08644
8 H 1.77324 1.57552 0.52112
9 H 2.41616 0.01985 1.03800
10 H 0.17438 0.18878 1.93402
11 H -1.24177 -2.56779 -0.46477
12 H -2.31671 -0.38101 -1.10580
13 H -2.05858 2.30669 -0.57125
14 H -0.58951 2.69232 0.50274
15 N 1.84200 0.10847 -1.04342
16 N 0.16154 -1.45134 0.63030
17 N -1.53203 -0.43195 -0.48615

The molecule C5H6N2O4 at a distorted geometry. Source: OMol25; level of theory: wB97M-V/def2-TZVPD.

Summary:
LUMO level	-0.688	eV
DFT total energy	-16448.92008	eV
frontier orbital gap	9.15	eV
SMILES	O=C1CC[C@@](O)([N+](=O)[O-])C=N1

CARTESIAN COORDINATES (ANGSTROEM)
1 C 0.11493 0.69228 -1.40719
2 C 2.03111 0.46636 -0.05870
3 C 1.31925 -0.44623 0.91412
4 C 0.03013 -1.09911 0.42269
5 C -0.88455 -0.15618 -0.35248
6 N 1.32542 0.86764 -1.21926
7 N -1.52891 0.87429 0.48966
8 O -0.88053 1.40005 1.36312
9 O 3.14128 0.87501 0.11551
10 O -2.67575 1.14839 0.18779
11 O -1.82270 -0.83061 -1.08706
12 H -0.37314 0.97835 -2.32617
13 H 2.02314 -1.21201 1.24166
14 H 1.10308 0.18879 1.77870
15 H 0.24931 -1.92182 -0.26112
16 H -0.51972 -1.51118 1.27254
17 H -2.65235 -0.31402 -1.07382

C36H38MnN6O3S as an isolated structure at a distorted geometry. Source: OMol25; level of theory: wB97M-V/def2-TZVPD.

Summary:
spin multiplicity	2
LUMO level (spin up / spin down)	-6.081 / -6.077	eV
DFT total energy	-95176.58447	eV
<S²>	0.795
total charge	+2
frontier orbital gap (spin up / spin down)	7.97 / 7.34	eV

CARTESIAN COORDINATES (ANGSTROEM)
1 Mn 0.73311 0.04676 -0.40815
2 C 2.59470 0.57231 1.93077
3 C 1.44017 1.42342 2.44148
4 C 1.12594 2.49382 1.44440
5 C 1.07370 3.82967 1.81484
6 C 0.87236 4.79965 0.85003
7 C 0.75491 4.39614 -0.47036
8 C 0.81582 3.04761 -0.75956
9 N 0.97831 2.09298 0.17037
10 N 2.16291 -0.60857 1.12108
11 C 3.37163 -1.05831 0.38117
12 C 3.55890 -0.34139 -0.92285
13 C 4.79844 -0.32892 -1.55169
14 C 4.91150 0.22761 -2.81142
15 C 3.77862 0.76404 -3.41057
16 C 2.58747 0.72971 -2.71731
17 N 2.47216 0.19414 -1.49312
18 C 1.80231 -1.64642 2.13544
19 C 1.20276 -2.95622 1.68205
20 C 0.14214 -3.50435 2.38697
21 C -0.40926 -4.70448 1.94389
22 C 0.10259 -5.26697 0.78852
23 C 1.30006 -4.76764 0.30208
24 N 1.82985 -3.61934 0.71363
25 H 3.20801 0.20873 2.76062
26 H 3.24280 1.18161 1.29840
27 H 1.69794 1.87452 3.39850
28 H 0.55773 0.80598 2.61814
29 H 1.20691 4.09493 2.85428
30 H 0.82995 5.84662 1.11819
31 H 0.62844 5.11027 -1.27084
32 H 0.71850 2.70593 -1.77758
33 H 3.27662 -2.12821 0.18610
34 H 4.25868 -0.91848 1.00938
35 H 5.65635 -0.75879 -1.05310
36 H 5.86485 0.24267 -3.32117
37 H 3.81873 1.20792 -4.39429
38 H 1.67896 1.14307 -3.13446
39 H 1.11724 -1.17798 2.84157
40 H 2.71525 -1.88645 2.69708
41 H -0.22475 -3.01530 3.27992
42 H -1.26675 -5.13411 2.44349
43 H -0.21103 -6.25195 0.46527
44 H 1.83185 -5.28172 -0.48959
45 O -3.58661 4.01315 4.70129
46 C -3.78570 2.68542 4.63141
47 O -4.53686 2.13007 5.37388
48 C -3.01916 1.92885 3.57766
49 C -2.75122 0.58773 3.83753
50 C -2.09253 -0.18544 2.89998
51 C -1.71304 0.37983 1.68550
52 C -1.98010 1.71613 1.41355
53 C -2.63728 2.48553 2.36201
54 N -1.04305 -0.40281 0.69968
55 C -1.52274 -1.55919 0.43332
56 C -0.88551 -2.36205 -0.61268
57 C -1.37542 -3.59731 -0.99400
58 C -0.92956 -4.12283 -2.19664
59 C 0.16828 -3.52748 -2.80530
60 C 0.73306 -2.40234 -2.22813
61 N 0.19962 -1.79388 -1.16875
62 H -2.89132 4.30379 4.10065
63 H -3.07817 0.16652 4.77826
64 H -1.86207 -1.22168 3.11189
65 H -1.69265 2.14114 0.46049
66 H -2.87357 3.51591 2.12507
67 H -2.43984 -1.92585 0.89190
68 H -2.32110 -3.92119 -0.57703
69 H -1.38757 -5.00585 -2.61930
70 H 0.57664 -3.91427 -3.72727
71 H 1.61911 -1.94506 -2.64868
72 O -0.41300 0.82682 -1.94780
73 S -1.51734 0.14248 -2.77265
74 C -3.11059 0.62882 -2.03885
75 C -3.56732 1.89739 -2.74846
76 C -3.18463 1.69787 -4.21086
77 C -1.72650 1.25515 -4.19870
78 H -2.94341 0.73189 -0.96874
79 H -3.79060 -0.20682 -2.21404
80 H -3.04840 2.76505 -2.33447
81 H -4.63660 2.05468 -2.61706
82 H -3.30226 2.60132 -4.80732
83 H -3.81141 0.92584 -4.66159
84 H -1.05138 2.08338 -3.97711
85 H -1.39557 0.74485 -5.10023